A cluster of 4 separate species, C30H63B2O18P3 in total, computed with ωB97M-V/def2-TZVPD.

```
116
Properties=species:S:1:pos:R:3:forces:R:3
C -1.35007 -0.46867 6.46785 -0.62 -0.09 -0.75
C -2.66971 -1.28319 6.30286 1.32 -0.57 0.33
O -3.73498 -0.56838 5.70046 0.19 0.37 0.24
C -3.29656 0.14180 4.53937 -0.41 -0.52 -0.09
C -4.52176 0.39386 3.63064 -0.51 -0.17 0.21
C -4.20797 0.30048 2.14988 0.40 0.53 -0.27
C -3.95867 -0.87041 1.58083 0.18 -0.25 -0.20
C -3.67085 -0.90862 0.09688 0.76 1.42 0.79
O -3.98707 -1.79835 -0.63054 -0.24 -1.24 -0.50
C -2.90432 0.31349 -0.44527 -0.18 -0.81 0.36
B -1.88729 0.05199 -1.63420 0.06 -0.18 -1.25
C -0.29251 0.18039 -1.53871 -0.63 0.57 0.18
O -2.43954 -0.29871 -2.89301 0.35 -0.35 1.58
C -3.14846 1.49522 0.11985 0.54 0.17 -0.18
C -2.37103 2.72537 -0.36163 -0.15 0.69 0.04
B -2.54686 4.03769 0.54319 -0.24 -0.49 -0.60
O -1.64207 4.29391 1.55660 -0.71 -0.20 0.10
O -3.59085 4.86913 0.23243 0.38 -0.06 0.77
C -4.19794 1.51029 1.21006 0.58 -0.99 0.73
O -5.02705 2.35570 1.36863 -0.40 1.21 -0.04
H -1.63455 0.57311 6.67940 0.40 -0.29 0.15
H -0.67811 -0.86714 7.23748 -0.40 0.07 -0.07
H -0.80434 -0.51666 5.51190 -0.02 0.32 0.40
H -2.44294 -2.17940 5.68681 -0.12 0.28 0.15
H -2.94041 -1.66482 7.29818 -0.58 0.36 -0.41
H -2.84283 1.09784 4.84084 0.16 -0.32 -0.26
H -2.57298 -0.52356 4.02983 -0.12 0.57 -0.10
H -5.24200 -0.41194 3.85650 0.30 0.27 -0.04
H -5.03250 1.32626 3.91044 0.27 -0.16 -0.30
H -3.97520 -1.75467 2.22490 -0.11 -0.14 -0.69
H 0.02810 0.61664 -0.58038 0.12 -0.43 -0.21
H 0.24832 -0.75158 -1.76303 -0.19 0.23 0.15
H -0.00676 0.91001 -2.32282 -0.08 -0.36 0.21
H -2.20967 -1.23296 -3.02544 -0.01 0.29 -0.54
H -1.28527 2.51305 -0.41424 -0.47 -0.35 0.08
H -2.65774 2.96612 -1.40261 -0.09 -0.05 0.43
H -1.18946 3.47538 1.80089 0.18 0.36 -0.08
H -3.89197 5.36445 1.00878 0.14 0.19 -0.32
O 3.95140 -3.97251 2.58196 -0.61 -3.83 -0.18
P 3.07085 -4.17998 3.78143 -0.25 7.92 2.27
O 1.83061 -3.14999 3.42150 0.00 -0.86 -0.09
C 1.03991 -3.38734 2.26574 -0.16 0.00 -0.23
C 0.12571 -4.58641 2.44138 0.05 -0.09 0.06
O 3.88234 -3.23177 4.84636 0.02 -0.96 0.24
C 5.23186 -2.83637 4.61114 0.17 0.32 -0.16
C 5.28828 -1.48980 3.91693 -0.10 0.17 -0.01
O 2.22950 -4.77299 5.11393 1.09 -2.43 -2.15
C 1.94334 -6.17345 5.19351 -0.28 -0.40 0.26
C 3.12729 -7.04499 4.82709 0.12 0.15 -0.09
H 1.67754 -3.51745 1.38658 0.04 0.02 0.04
H 0.43831 -2.49066 2.10600 0.09 0.06 0.11
H 0.70653 -5.51485 2.46115 -0.03 -0.01 -0.06
H -0.58777 -4.65627 1.61881 0.04 -0.02 -0.01
H -0.42455 -4.51905 3.38160 -0.01 0.06 -0.03
H 5.77004 -3.59893 4.04819 -0.10 0.04 -0.10
H 5.71806 -2.76114 5.58618 -0.18 -0.06 0.07
H 4.67964 -1.47524 3.01282 0.08 -0.18 -0.05
H 6.31560 -1.23585 3.64942 -0.01 0.00 0.03
H 4.89642 -0.70985 4.57281 0.06 -0.03 0.03
H 1.08171 -6.40908 4.56219 0.00 0.00 0.00
H 1.64862 -6.37565 6.22456 0.01 0.20 0.00
H 3.39469 -6.92358 3.76983 -0.04 -0.04 0.01
H 2.89468 -8.09730 4.99254 0.01 0.02 -0.02
H 4.00341 -6.77809 5.42053 -0.05 -0.04 0.06
O 0.89650 8.89517 -3.40942 -0.80 -3.51 0.27
P -0.02832 8.82840 -2.23034 -0.19 7.35 1.84
O -1.24291 9.83898 -2.68941 0.18 -0.83 0.05
C -1.99488 9.53775 -3.85594 -0.22 -0.02 -0.27
C -2.92178 8.35493 -3.64093 0.08 -0.10 0.08
O 0.76394 9.81049 -1.18499 -0.09 -0.87 0.11
C 2.12777 10.16801 -1.39265 0.19 0.31 -0.18
C 2.23527 11.47776 -2.14849 -0.09 0.17 -0.02
O -0.90168 8.26725 -0.91135 1.23 -2.26 -2.13
C -1.17868 6.86545 -0.80066 -0.29 -0.40 0.23
C 0.02300 5.99368 -1.10580 0.13 0.18 -0.14
H -1.32816 9.35320 -4.70320 0.05 0.02 0.05
H -2.58423 10.42553 -4.08865 0.10 0.06 0.12
H -2.34773 7.42682 -3.54624 -0.03 -0.01 -0.06
H -3.60734 8.23934 -4.48168 0.04 -0.01 0.00
H -3.50305 8.48000 -2.72620 -0.01 0.05 -0.04
H 2.66842 9.36864 -1.89971 -0.11 0.03 -0.11
H 2.58279 10.28131 -0.40620 -0.18 -0.05 0.07
H 1.65737 11.45969 -3.07243 0.08 -0.18 -0.03
H 3.27611 11.69866 -2.39271 -0.01 0.00 0.03
H 1.83811 12.29616 -1.54483 0.06 -0.03 0.03
H -2.01841 6.60567 -1.45063 -0.01 0.00 0.03
H -1.50234 6.68848 0.22508 0.02 0.22 -0.01
H 0.32251 6.08793 -2.15714 -0.04 -0.05 0.02
H -0.20624 4.94400 -0.91815 0.02 0.02 -0.01
H 0.87831 6.28398 -0.49311 -0.05 -0.05 0.07
O 2.70318 -5.70587 -5.36147 -2.36 -2.75 -1.83
P 1.49632 -5.61972 -4.46811 3.29 6.37 5.01
O 1.16159 -4.00244 -4.61857 -0.33 -0.62 -0.45
C 0.77091 -3.47957 -5.87803 -0.14 0.09 -0.21
C -0.64089 -3.90310 -6.23498 -0.07 -0.12 -0.03
O 2.29601 -5.56122 -3.03413 -0.55 -0.94 -0.02
C 3.64700 -6.00231 -2.91475 0.35 0.19 -0.01
C 4.61151 -4.84604 -3.09060 0.00 0.21 0.03
O 0.09966 -5.80675 -3.53829 0.08 -2.36 -2.63
C -0.90484 -6.73438 -3.96240 -0.49 -0.17 0.09
C -0.33472 -8.06284 -4.41581 0.19 0.06 0.00
H 1.47103 -3.78949 -6.65920 0.06 0.02 0.06
H 0.80909 -2.39195 -5.80236 0.13 -0.04 0.14
H -0.68072 -4.97566 -6.45451 -0.01 0.02 -0.05
H -0.99825 -3.36897 -7.11657 0.01 -0.03 0.00
H -1.32060 -3.70954 -5.40354 0.01 0.06 -0.03
H 3.85801 -6.80934 -3.61647 -0.03 0.11 -0.10
H 3.76074 -6.41804 -1.91116 -0.19 0.05 0.03
H 4.42498 -4.30093 -4.01586 -0.01 -0.18 -0.09
H 5.64348 -5.20159 -3.09773 -0.02 0.00 0.03
H 4.49572 -4.13013 -2.27457 0.03 -0.07 0.04
H -1.50987 -6.28452 -4.75465 0.00 0.00 0.00
H -1.56521 -6.89475 -3.10846 0.11 0.15 0.06
H 0.26874 -7.94384 -5.32469 -0.05 0.00 -0.02
H -1.13583 -8.76813 -4.63859 0.03 0.01 -0.02
H 0.31044 -8.49066 -3.64650 -0.07 -0.01 0.03
```
Forces are in eV/Å.

Summary:
SMILES: CCOCCC1=CC(=O)C(B(C)O)=C(CB(O)O)C1=O.CCOP(=O)(OCC)OCC.CCOP(=O)(OCC)OCC.CCOP(=O)(OCC)OCC
Total energy (Ha): -3609.08872
LUMO energy (eV): -1.0
Gap between HOMO and LUMO (eV): 8.648

Atomic partial charges in e from the Löwdin method, atoms 1 to 99:
1 C -0.082
2 C -0.269
3 O -0.158
4 C -0.209
5 C -0.090
6 C -0.126
7 C 0.059
8 C -0.319
9 O 0.133
10 C 0.019
11 B -0.388
12 C 0.000
13 O 0.098
14 C -0.084
15 C -0.008
16 B -0.687
17 O 0.159
18 O 0.167
19 C -0.275
20 O 0.158
21 H 0.077
22 H 0.076
23 H 0.067
24 H 0.114
25 H 0.115
26 H 0.124
27 H 0.120
28 H 0.131
29 H 0.124
30 H 0.138
31 H 0.055
32 H 0.071
33 H 0.079
34 H 0.106
35 H 0.104
36 H 0.138
37 H 0.110
38 H 0.124
39 O -0.225
40 P 0.623
41 O -0.217
42 C -0.295
43 C -0.080
44 O -0.218
45 C -0.295
46 C -0.076
47 O -0.190
48 C -0.293
49 C -0.086
50 H 0.110
51 H 0.113
52 H 0.065
53 H 0.078
54 H 0.080
55 H 0.103
56 H 0.115
57 H 0.072
58 H 0.077
59 H 0.076
60 H 0.099
61 H 0.122
62 H 0.072
63 H 0.083
64 H 0.087
65 O -0.229
66 P 0.606
67 O -0.208
68 C -0.294
69 C -0.081
70 O -0.213
71 C -0.296
72 C -0.077
73 O -0.177
74 C -0.285
75 C -0.063
76 H 0.109
77 H 0.118
78 H 0.065
79 H 0.079
80 H 0.085
81 H 0.102
82 H 0.114
83 H 0.073
84 H 0.076
85 H 0.076
86 H 0.102
87 H 0.111
88 H 0.076
89 H 0.068
90 H 0.094
91 O -0.223
92 P 0.638
93 O -0.222
94 C -0.298
95 C -0.082
96 O -0.223
97 C -0.295
98 C -0.075
99 O -0.195

An isolated molecule of C5H8F4N2O3, computed with ωB97M-V/def2-TZVPD.

```
22
Properties=species:S:1:pos:R:3:forces:R:3
C -2.09206 0.24165 0.69274 -0.10 1.22 1.21
C -1.37372 -1.59269 -0.86353 -0.69 -0.80 3.70
C -0.88065 -0.51493 0.26764 0.94 -2.51 -3.72
C 1.07584 0.97212 0.03410 -1.48 1.58 1.54
C 1.54228 0.46796 1.42535 0.65 -1.20 0.01
N 0.07493 0.28098 -0.51969 0.34 0.20 -0.68
N 2.30515 1.18784 -0.84931 -1.27 0.62 -0.19
O 2.30033 0.57492 -1.89714 0.52 0.16 0.16
O 3.07651 2.00516 -0.43509 0.53 -0.18 -0.75
O -0.32252 -2.23155 -1.49079 -0.55 -1.37 1.22
F 0.56993 2.37834 0.38823 1.43 -1.67 -0.58
F 1.94742 -0.83593 1.40611 -0.68 0.13 -0.62
F 0.56574 0.55017 2.32310 0.25 0.45 0.09
F 2.62722 1.09509 1.80388 0.00 0.99 0.93
H -1.81337 1.24082 1.07519 -0.06 -0.50 0.09
H -2.73012 -0.24070 1.45726 0.38 0.02 -0.57
H -2.65125 0.45915 -0.21854 -0.32 -0.14 0.15
H -1.84365 -2.40693 -0.20686 0.09 1.14 -1.15
H -2.12927 -1.14125 -1.51723 0.21 -0.06 -0.11
H -0.18049 -1.15585 0.84015 -1.39 0.54 0.76
H -0.01116 0.35482 -1.53447 -0.01 0.08 0.65
H -0.05712 -1.68919 -2.18109 1.21 1.28 -2.14
```
Forces are in eV/Å.

Summary:
ΔE to the lowest compared entry with this formula, charge and spin (kJ/mol): 9.1
SMILES: C[C@@H](CO)N[C@](F)([N+](=O)[O-])C(F)(F)F
Total energy (Ha): -929.87883
LUMO energy (eV): -0.5
Gap between HOMO and LUMO (eV): 10.028

Now the Löwdin charges, all in e:
1 C -0.048
2 C -0.222
3 C -0.311
4 C -0.257
5 C -0.561
6 N 0.087
7 N -0.298
8 O 0.111
9 O 0.148
10 O -0.014
11 F -0.025
12 F 0.139
13 F 0.183
14 F 0.191
15 H 0.086
16 H 0.099
17 H 0.080
18 H 0.147
19 H 0.117
20 H 0.143
21 H 0.158
22 H 0.046

An isolated molecule of C4H12NPS, computed with ωB97M-V/def2-TZVPD.

```
19
Properties=species:S:1:pos:R:3:forces:R:3
C 1.25860 0.04533 -1.11450 0.98 -0.78 -1.33
C -0.45082 -1.63892 -1.27169 -1.76 0.28 -1.70
C 0.01582 1.71963 1.18054 0.19 -0.11 -2.99
C -1.09461 -0.77598 1.92614 2.56 3.13 0.25
N 0.11552 -0.53855 -0.54775 0.48 -0.18 0.76
P -1.06042 0.38557 0.35775 0.13 -0.35 1.69
S 0.94329 1.20489 -2.57782 0.21 0.64 0.77
H 1.81988 0.54417 -0.35702 0.51 0.61 0.19
H 1.95999 -0.72166 -1.58585 -1.07 0.75 0.75
H 0.97397 2.38937 -1.87544 -0.09 -0.81 -0.45
H -0.36657 -1.43292 -2.38967 -0.05 -0.33 1.08
H -0.02900 -2.66785 -1.10072 -0.44 1.04 0.31
H -1.57405 -1.53517 -1.08138 1.28 -1.03 -0.26
H -0.64087 2.55670 1.47009 0.41 -0.55 0.36
H 0.61575 1.21181 1.94178 0.04 0.78 -0.08
H 0.63971 2.11869 0.27794 -0.78 -0.46 1.94
H -0.27186 -0.32957 2.66280 -1.51 -1.45 -1.56
H -1.97573 -0.78817 2.49055 -1.61 0.16 0.52
H -0.87860 -1.74738 1.59427 0.54 -1.36 -0.27
```
Forces are in eV/Å.

Summary:
ΔE to the lowest compared entry with this formula, charge and spin (kJ/mol): 157.9
SMILES: CN(CS)P(C)C
Total energy (Ha): -953.84387
LUMO energy (eV): 0.8
Gap between HOMO and LUMO (eV): 8.792

Now the Löwdin charges, all in e:
1 C -0.601
2 C -0.190
3 C -0.289
4 C -0.248
5 N -0.521
6 P 0.895
7 S 0.626
8 H 0.046
9 H 0.095
10 H -0.165
11 H 0.082
12 H 0.092
13 H 0.068
14 H 0.032
15 H 0.016
16 H 0.022
17 H 0.062
18 H -0.011
19 H -0.011

A structure of composition C16H16BCaN9O7, computed with ωB97M-V/def2-TZVPD.

```
50
Properties=species:S:1:pos:R:3:forces:R:3
H 2.70367 -1.44603 -1.80430 -0.04 0.32 -0.09
N 1.73622 0.45743 -1.64575 0.60 -0.05 0.17
B 1.32213 2.97406 -1.28229 -0.22 -0.45 1.36
N 2.21426 1.75824 -1.67105 -0.54 -1.68 -1.11
C 3.50313 1.75141 -2.06781 -0.66 -0.66 0.35
Ca -0.16000 -0.73723 -2.70776 -0.09 1.01 2.07
H 4.01336 2.68596 -2.24724 0.10 -0.15 0.19
C 3.90255 0.42728 -2.20510 0.40 -0.01 -0.09
H 4.87163 0.08493 -2.50927 0.21 -0.05 0.05
C 2.78671 -0.36172 -1.89410 -0.24 1.66 -0.28
H 1.83739 3.99139 -1.62851 -0.01 0.15 -0.26
C -1.98252 -0.75446 1.85156 -0.86 1.70 -2.19
H -2.69314 -1.56194 1.83509 -0.08 -0.14 0.43
H -1.92328 -0.18591 0.88301 0.17 -0.55 1.21
H -1.63249 -0.27065 2.74051 -0.15 -0.04 0.27
N 1.20265 2.97069 0.29337 -0.23 -1.20 -0.11
N -0.10161 2.82264 -1.92786 -0.53 -1.44 -1.09
N 0.77441 1.77502 0.82709 -0.28 0.88 0.59
N -0.87232 1.65282 -1.95470 -0.22 0.50 0.52
C 1.44115 3.88394 1.27361 -0.32 -0.75 0.39
C -0.77952 3.80747 -2.54314 -0.33 -1.01 0.44
H 1.79557 4.89122 1.04237 -0.15 -0.50 0.13
H -0.29663 4.74641 -2.71378 -0.05 0.35 0.07
C 1.13446 3.26360 2.49197 -0.15 -0.22 -0.95
C -2.04524 3.33960 -2.86209 0.17 -0.07 0.24
C 0.69102 1.95363 2.15382 0.46 0.68 -1.02
C -2.09197 2.00865 -2.41956 1.46 0.98 -0.36
H 1.20985 3.66684 3.47549 0.04 0.31 0.33
H -2.80756 3.88752 -3.35273 -0.55 0.35 -0.19
H 0.29885 1.15166 2.79403 0.43 0.50 -0.36
H -2.95203 1.35109 -2.39748 0.28 -0.20 -0.14
H -0.54751 -1.99351 1.90272 0.49 0.15 0.68
O -2.71509 -8.16132 -0.71852 0.54 1.43 1.76
N -2.45542 -7.50514 0.31198 -0.79 -1.79 0.22
O -2.64498 -7.93347 1.47353 0.33 0.82 -2.37
C -1.88284 -6.16390 0.18488 0.82 0.87 -0.79
C -1.60734 -5.57126 -1.05135 -1.19 -2.11 0.64
C -1.10796 -4.27309 -1.15694 -0.04 0.26 0.22
C -0.73035 -3.50034 0.03370 -0.63 1.48 0.19
O -0.33381 -2.28657 0.01802 -0.08 -1.45 -0.67
C -0.99990 -4.20557 1.31393 -0.67 -0.65 0.49
C -1.59593 -5.47971 1.36462 0.13 0.25 0.33
N -0.88375 -3.64812 2.62257 -0.19 -1.57 -1.07
O -1.20154 -4.31406 3.61381 0.17 0.48 0.16
O -0.47392 -2.39570 2.82604 0.81 0.41 -0.91
N -1.20277 -3.82043 -2.51672 -0.58 -1.25 -0.32
O -1.15232 -4.70161 -3.39517 0.11 2.44 0.93
O -1.55465 -2.60589 -2.80459 1.44 -0.55 0.25
H -1.95475 -6.07924 -1.95641 0.34 0.12 0.53
H -1.88746 -5.91382 2.33783 0.41 0.41 -0.85
```
Forces are in eV/Å.

Summary:
ΔE to the lowest compared entry with this formula, charge and spin (kJ/mol): 51.4
Total energy (Ha): -2340.93982
LUMO energy (alpha / beta) (eV): -1.7 / -2.1
Gap between HOMO and LUMO (alpha / beta) (eV): 6.862 / 4.860

Now the Löwdin charges, all in e:
1 H 0.106
2 N -0.100
3 B -0.485
4 N -0.025
5 C -0.061
6 Ca 1.555
7 H 0.125
8 C -0.074
9 H 0.089
10 C -0.178
11 H 0.107
12 C 0.072
13 H 0.015
14 H 0.023
15 H 0.003
16 N -0.063
17 N -0.021
18 N 0.046
19 N -0.065
20 C -0.097
21 C -0.076
22 H 0.113
23 H 0.118
24 C -0.087
25 C -0.072
26 C -0.159
27 C -0.167
28 H 0.071
29 H 0.082
30 H 0.090
31 H 0.103
32 H 0.058
33 O 0.056
34 N -0.312
35 O 0.054
36 C -0.137
37 C 0.056
38 C -0.078
39 C -0.239
40 O -0.072
41 C -0.043
42 C 0.065
43 N -0.283
44 O 0.028
45 O 0.037
46 N -0.302
47 O 0.066
48 O -0.209
49 H 0.131
50 H 0.134